111
Properties=species:S:1:pos:R:3 method="wB97M-V/def2-TZVPD" total_charge=-1 relative_energy_kcal_mol=0.3 e_lumo_ev=2.04 orbital_gap_ev=5.5 molar_mass_g_mol=1154.19
Cd 0.0867 0.6731 -1.0321
O 1.4172 2.8796 -1.2438
C 1.5704 3.5003 0.0459
C 1.7067 2.3693 1.1347
O 2.2587 2.6762 2.1885
O 1.1960 1.2445 0.8490
C 2.8126 4.3802 0.0305
C 3.1055 5.1924 1.1260
C 4.2313 5.9967 1.1250
C 5.0877 6.0097 0.0288
C 4.7998 5.2125 -1.0653
C 3.6665 4.4048 -1.0641
C 0.3176 4.3247 0.3218
C -0.6698 3.9004 1.2005
C -1.8341 4.6402 1.3487
C -2.0277 5.7984 0.6130
C -1.0502 6.2236 -0.2755
C 0.1172 5.4915 -0.4150
H 0.7549 3.3789 -1.7462
H 2.4451 5.1769 1.9813
H 4.4442 6.6192 1.9857
H 5.9678 6.6412 0.0301
H 5.4523 5.2176 -1.9303
H 3.4376 3.7937 -1.9268
H -0.5438 2.9799 1.7567
H -2.6092 4.2864 2.0159
H -2.9531 6.3526 0.7101
H -1.2027 7.1150 -0.8707
H 0.8869 5.8276 -1.1020
I -3.1067 0.0501 0.3734
C -4.1795 -1.4435 1.4623
C -5.5385 -1.3581 1.2919
C -6.4461 -2.0809 2.0900
C -5.9743 -2.8385 3.1167
C -4.5800 -2.9702 3.3261
C -4.1219 -3.7141 4.4396
C -2.7899 -3.8647 4.6783
C -1.8710 -3.3608 3.7421
C -2.2608 -2.6656 2.6249
P -0.9734 -2.4492 1.2999
C 0.3832 -1.7026 2.2689
C 0.1043 -0.7202 3.2194
C 1.1280 -0.0086 3.8211
C 2.4495 -0.2696 3.4932
C 2.7398 -1.2485 2.5562
C 1.7151 -1.9528 1.9396
C -0.4895 -4.2277 1.1554
C 0.4602 -4.9057 1.9165
C 0.7047 -6.2554 1.7080
C -0.0043 -6.9568 0.7418
C -0.9543 -6.2953 -0.0239
C -1.1810 -4.9404 0.1746
C -3.6479 -2.3484 2.4398
H -5.9267 -0.6682 0.5522
H -7.5106 -1.9831 1.9154
H -6.6494 -3.3487 3.7940
H -4.8599 -4.1481 5.1050
H -2.4360 -4.4056 5.5469
H -0.8174 -3.5614 3.8918
H -0.9251 -0.4909 3.4680
H 0.8938 0.7865 4.5163
H 3.2414 0.3178 3.9381
H 3.7681 -1.4578 2.2827
H 1.9600 -2.7004 1.1959
H 1.0246 -4.3737 2.6722
H 1.4523 -6.7631 2.3056
H 0.1868 -8.0111 0.5839
H -1.5129 -6.8319 -0.7815
H -1.9144 -4.4181 -0.4322
C -2.0245 -2.9771 -3.9868
S -2.0901 -1.8783 -2.5654
C -2.8785 -0.4926 -3.3715
O -0.6544 -1.4810 -2.3514
H -1.4611 -2.4861 -4.7801
H -3.0388 -3.2092 -4.3121
H -1.5168 -3.8878 -3.6722
H -3.9161 -0.7560 -3.5812
H -2.3287 -0.2378 -4.2773
H -2.8221 0.3305 -2.6527
C 2.8020 -0.2585 -3.3645
P 2.3963 -0.4508 -1.5913
C 3.7173 0.4926 -0.7743
C 2.8303 -2.1974 -1.2770
C 1.8567 -3.1765 -1.4761
C 2.1324 -4.5089 -1.2038
C 3.3809 -4.8796 -0.7246
C 4.3570 -3.9126 -0.5287
C 4.0838 -2.5799 -0.8057
H 2.0605 -0.7950 -3.9572
H 3.8007 -0.6350 -3.5892
H 2.7353 0.8016 -3.6128
H 4.7116 0.2438 -1.1474
H 3.6501 0.3366 0.3026
H 3.5247 1.5468 -0.9718
H 0.8700 -2.8783 -1.8112
H 1.3556 -5.2533 -1.3295
H 3.5869 -5.9171 -0.4916
H 5.3319 -4.1918 -0.1483
H 4.8537 -1.8406 -0.6275
Cl 0.0369 1.7827 -3.8438
C -1.1405 2.9752 -3.2702
C -1.2717 4.1138 -4.0421
C -2.2696 5.0364 -3.7729
C -3.1687 4.7280 -2.7475
C -3.0239 3.5973 -1.9879
Cl -4.2476 3.2781 -0.7779
C -1.9249 2.6467 -2.0883
N -1.7367 1.6680 -1.2493
H -0.5939 4.2590 -4.8749
H -2.3749 5.9374 -4.3606
H -4.0038 5.3847 -2.5346